Model i:
A cluster of 2 separate species, BrH4NSi in total. Source: the Open Molecules 2025 dataset; level of theory: ωB97M-V with the def2-TZVPD basis set.

Summary:
Total charge: 0
Highest occupied orbital energy: -9.52 eV
M: 126.03 g mol⁻¹

Element x y z (Å)
N1 0.18 0.51 0.19
Si1 0.61 -1.04 0.45
Br1 -2.21 1.60 -1.25
H1 -0.89 1.36 -0.55
H2 0.84 1.05 -0.28
H3 -0.23 -1.62 1.35
H4 1.69 -1.86 0.10

These are the Löwdin partial charges, in e, on atoms 1 to 6: -0.295, 0.732, 0.162, -0.316, -0.056, -0.114

Model ii:
A cluster of 2 separate species, BrH4NSi in total. Source: the Open Molecules 2025 dataset; level of theory: ωB97M-V with the def2-TZVPD basis set.

Summary:
Total charge: 0
Highest occupied orbital energy: -9.55 eV
M: 126.03 g mol⁻¹

Element x y z (Å)
N1 -0.93 -0.06 0.33
Si1 -1.10 -0.69 -1.18
Br1 2.94 1.06 2.57
H1 2.47 0.91 1.31
H2 -1.38 0.62 0.98
H3 -2.20 -0.83 -2.31
H4 0.19 -1.00 -1.69

These are the Löwdin partial charges, in e, on atoms 1 to 6: -0.279, 0.558, 0.348, -0.361, -0.044, -0.096

Stability, lowest: model ii

Model i:
The molecule C5H3N3. Source: the Open Molecules 2025 dataset; level of theory: ωB97M-V with the def2-TZVPD basis set.

Summary:
Total charge: 0
Highest occupied orbital energy: -10.22 eV
M: 105.10 g mol⁻¹

Element x y z (Å)
C1 1.00 1.96 1.49
C2 -0.37 -0.48 -0.28
C3 -0.26 -1.11 -1.55
C4 -0.27 -1.64 -2.63
C5 -1.29 -1.15 0.65
H1 1.72 2.36 0.78
H2 0.90 2.37 2.49
H3 -0.21 -2.07 -3.60
N1 0.27 0.94 1.25
N2 0.42 0.50 -0.07
N3 -1.91 -1.68 1.47

These are the Löwdin partial charges, in e, on atoms 1 to 6: 0.001, -0.327, -0.086, 0.162, -0.144, 0.077

Model ii:
The molecule C5H3N3. Source: the Open Molecules 2025 dataset; level of theory: ωB97M-V with the def2-TZVPD basis set.

Summary:
Total charge: 0
Highest occupied orbital energy: -9.48 eV
M: 105.10 g mol⁻¹

Element x y z (Å)
C1 -0.99 0.93 -0.02
C2 0.25 0.50 -0.29
C3 1.55 0.78 -0.03
C4 0.13 -0.92 -0.20
C5 -1.34 -1.19 0.08
H1 -1.14 1.98 0.35
H2 2.03 1.90 -0.14
H3 -1.97 -2.15 -0.27
N1 2.21 -0.39 0.32
N2 1.23 -1.44 -0.03
N3 -1.97 0.00 0.23

These are the Löwdin partial charges, in e, on atoms 1 to 6: -0.072, -0.271, -0.085, -0.320, 0.034, 0.141

Model iii:
The molecule C5H3N3. Source: the Open Molecules 2025 dataset; level of theory: ωB97M-V with the def2-TZVPD basis set.

Summary:
Total charge: 0
Highest occupied orbital energy: -9.65 eV
M: 105.10 g mol⁻¹

Element x y z (Å)
C1 -1.61 0.36 0.60
C2 -0.63 0.00 1.44
C3 0.45 -0.29 0.58
C4 1.18 -0.13 -1.55
C5 -0.06 0.03 -0.74
H1 -2.63 0.77 0.82
H2 -0.72 -0.11 2.44
H3 1.38 -0.26 -2.58
N1 1.74 -0.36 0.63
N2 2.15 -0.51 -0.80
N3 -1.26 0.50 -0.82

These are the Löwdin partial charges, in e, on atoms 1 to 6: -0.082, -0.012, -0.294, -0.065, -0.240, 0.125

Model iv:
The molecule C5H3N3. Source: the Open Molecules 2025 dataset; level of theory: ωB97M-V with the def2-TZVPD basis set.

Summary:
Total charge: 0
Highest occupied orbital energy: -9.28 eV
M: 105.10 g mol⁻¹

Element x y z (Å)
C1 -1.35 -1.23 0.26
C2 -0.17 -1.56 -0.24
C3 0.54 -0.29 -0.20
C4 1.28 1.70 -0.23
C5 -0.50 0.78 0.24
H1 -2.16 -1.87 0.57
H2 0.24 -2.52 -0.48
H3 2.01 2.52 -0.32
N1 1.65 0.34 -0.49
N2 0.06 1.91 0.27
N3 -1.59 0.22 0.63

These are the Löwdin partial charges, in e, on atoms 1 to 6: -0.042, -0.020, -0.181, -0.067, -0.437, 0.104

Stability, lowest: model ii